# 1
The following is a quantum chemistry calculation of C12H9N5O2S2 in the gas phase, from the OMol25 dataset.

CARTESIAN COORDINATES (ANGSTROEM)
O: 0.62 -0.21 2.00
C: 1.21 -0.98 1.29
C: 2.66 -1.39 1.54
S: 3.69 -1.39 0.03
C: 3.66 0.29 -0.40
N: 4.17 0.71 -1.51
N: 4.09 2.02 -1.66
C: 3.52 2.63 -0.68
S: 2.99 1.58 0.60
N: 0.67 -1.60 0.19
C: -0.61 -1.43 -0.25
N: -1.15 -2.08 -1.24
N: -2.40 -1.62 -1.36
C: -2.58 -0.72 -0.44
C: -3.77 0.06 -0.18
C: -3.78 1.01 0.84
C: -4.93 1.74 1.07
C: -6.06 1.54 0.30
C: -6.05 0.59 -0.71
C: -4.91 -0.15 -0.96
O: -1.45 -0.55 0.31
H: 2.70 -2.41 1.91
H: 3.10 -0.72 2.29
H: 3.36 3.68 -0.64
H: 1.22 -2.24 -0.36
H: -2.90 1.16 1.44
H: -4.94 2.48 1.86
H: -6.95 2.11 0.48
H: -6.93 0.43 -1.31
H: -4.87 -0.90 -1.74

Values from the calculation:
Total charge   0
SMILES string   O=C(CSc1nncs1)Nc1nnc(-c2ccccc2)o1
Orbital gap   8.9478 eV
DFT total energy   -45804.9616 eV
LUMO energy   0.27 eV
HOMO level   -0.31905 Ha

Results of the natural (NBO) charge analysis, in e, for atoms 1 through 2: atom 1 (O): -0.553, atom 2 (C): 0.669

# 2
The following is a quantum chemistry calculation of a molecular structure, C16H15ClPtSe, from the OMol25 dataset.

CARTESIAN COORDINATES (ANGSTROEM)
C: -0.79 0.98 -2.64
C: -2.09 0.78 -2.02
C: -2.35 -0.60 -1.95
H: -2.75 1.58 -1.73
C: -1.27 -1.34 -2.43
C: -0.24 -0.44 -2.88
H: 0.54 -0.62 -3.62
H: -0.44 1.82 -3.21
H: -3.30 -1.03 -1.61
H: -1.21 -2.42 -2.50
Pt: 0.63 0.45 -1.22
Cl: 0.25 2.09 0.39
C: -1.61 -0.68 2.49
C: -1.84 -1.99 1.94
C: -3.06 -1.92 1.18
H: -1.19 -2.85 2.02
C: -3.57 -0.60 1.28
C: -2.69 0.17 2.10
H: -2.78 1.23 2.32
H: -0.72 -0.38 3.03
H: -3.53 -2.76 0.65
H: -4.51 -0.24 0.83
Se: 1.26 -1.70 -0.15
C: 2.43 -0.33 0.36
C: 3.09 0.38 -0.71
C: 3.83 1.54 -0.39
C: 4.01 1.91 0.95
C: 3.40 1.18 1.98
C: 2.64 0.05 1.70
H: 3.26 -0.13 -1.66
H: 4.24 2.14 -1.20
H: 4.63 2.77 1.19
H: 3.54 1.49 3.02
H: 2.18 -0.55 2.48

Values from the calculation:
Total charge   0
Multiplicity   5
Energy above the lowest of the compared OMol25 structures with the same formula, charge and spin   0.0 kcal/mol
Orbital gap (alpha / beta)   7.8155 / 5.3132 eV
DFT total energy   -97945.1472 eV
LUMO energy (alpha / beta)   0.38 / -2.49 eV
HOMO level (alpha / beta)   -0.27314 / -0.28683 Ha

Results of the natural (NBO) charge analysis, in e, for atoms 1 through 2: atom 1 (C): -0.410, atom 2 (C): -0.124